Arrangement A

{
  "formula": "CH12NO4",
  "method": "ωB97M-V/def2-TZVPD",
  "charge": 1,
  "multiplicity": 1,
  "lumo_energy_ev": -4.54,
  "homo_lumo_gap_ha": 0.3760,
  "species": ["H", "H", "O", "H", "H", "O", "H", "H", "C", "N", "H", "H", "O", "O", "H", "H", "H", "H"],
  "positions_angstrom": [[-0.055, 0.562, -0.559], [-3.642, -0.584, 0.562], [2.477, 0.158, 2.793], [2.020, -0.597, 3.166], [2.338, -2.752, -2.697], [1.682, -2.072, -2.852], [1.054, -2.382, -3.508], [1.339, 1.038, 0.467], [-0.451, 1.881, 0.795], [0.341, 1.019, 0.304], [-1.460, 1.986, 0.419], [-4.387, 0.296, 1.506], [-3.548, -0.183, 1.433], [-0.265, -0.019, -2.103], [-0.280, 2.387, 1.742], [-0.986, -0.538, -2.475], [3.280, 0.330, 3.286], [0.542, -0.530, -2.278]]
}

=====

Arrangement B

{
  "formula": "CH12NO4",
  "method": "ωB97M-V/def2-TZVPD",
  "charge": 1,
  "multiplicity": 1,
  "lumo_energy_ev": -4.11,
  "homo_lumo_gap_ha": 0.3917,
  "species": ["H", "H", "H", "H", "O", "H", "O", "O", "H", "H", "H", "C", "H", "H", "H", "N", "O", "H"],
  "positions_angstrom": [[1.308, -0.439, -1.036], [3.689, 0.175, -2.299], [-2.200, 1.556, 5.246], [-2.163, 0.403, 1.803], [-1.786, 0.904, 4.668], [-1.774, 0.122, 5.234], [-1.213, 0.276, 1.910], [2.786, -0.137, -2.455], [-0.410, -1.244, -3.698], [-1.261, 0.996, -0.328], [-1.042, 0.305, 2.864], [-0.507, 0.520, -0.927], [-0.710, 0.649, -1.987], [2.946, -0.997, -2.864], [0.841, -1.991, -3.178], [0.591, 0.082, -0.509], [0.184, -1.326, -2.942], [0.723, 0.146, 0.498]]
}

=====

Arrangement C

{
  "formula": "CH12NO4",
  "method": "ωB97M-V/def2-TZVPD",
  "charge": 1,
  "multiplicity": 1,
  "lumo_energy_ev": -4.39,
  "homo_lumo_gap_ha": 0.3502,
  "species": ["O", "H", "O", "O", "H", "H", "H", "H", "H", "H", "H", "O", "N", "H", "H", "H", "C", "H"],
  "positions_angstrom": [[-0.594, 3.119, -2.870], [-0.600, 4.093, -2.956], [-2.757, 1.866, 0.582], [2.057, -1.701, 1.070], [-0.583, 0.626, 0.586], [-0.295, -1.117, 2.913], [-0.363, 2.815, -3.773], [0.854, -0.789, 1.578], [2.758, -2.863, -2.066], [-3.252, 2.667, 0.655], [-1.917, 0.154, 1.813], [1.932, -2.810, -1.564], [0.002, -0.521, 2.156], [1.720, -2.195, 0.282], [-3.156, 1.518, -0.217], [1.605, -3.714, -1.430], [-0.899, 0.068, 1.459], [3.021, -1.655, 1.045]]
}

=====

Computed stability ranking, most favorable first: arrangement B, arrangement A, arrangement C

=====

Arrangement A

{
  "formula": "C3H4N2",
  "method": "ωB97M-V/def2-TZVPD",
  "multiplicity": 1,
  "lumo_energy_ev": 0.91,
  "homo_lumo_gap_ha": 0.3523,
  "species": ["C", "C", "N", "H", "N", "H", "H", "H", "C"],
  "positions_angstrom": [[-0.211, -0.214, 0.959], [-0.048, 0.061, -1.243], [-0.846, -0.391, -0.190], [-0.678, -0.470, 1.910], [1.097, 0.448, -0.760], [1.860, 0.646, 1.193], [-1.835, -0.606, -0.248], [-0.372, 0.132, -2.252], [1.033, 0.395, 0.632]]
}

=====

Arrangement B

{
  "formula": "C3H4N2",
  "method": "ωB97M-V/def2-TZVPD",
  "multiplicity": 1,
  "lumo_energy_ev": 0.53,
  "homo_lumo_gap_ha": 0.4159,
  "species": ["H", "C", "C", "C", "H", "N", "H", "H", "N"],
  "positions_angstrom": [[0.081, 1.760, 0.433], [0.551, 0.822, 0.241], [-0.643, -0.758, -1.088], [0.340, -0.023, 1.387], [-1.038, -1.254, -2.000], [0.063, 0.415, -1.069], [-1.054, -1.211, -0.168], [1.546, 1.091, 0.048], [0.154, -0.844, 2.218]]
}

=====

Computed stability ranking, most favorable first: arrangement A, arrangement B

=====

Arrangement A

{
  "formula": "C3H4N2",
  "method": "ωB97M-V/def2-TZVPD",
  "multiplicity": 1,
  "lumo_energy_ev": 0.61,
  "homo_lumo_gap_ha": 0.3488,
  "species": ["C", "C", "H", "C", "N", "H", "N", "H", "H"],
  "positions_angstrom": [[-0.457, 1.082, -0.124], [0.787, 0.401, -0.065], [-0.053, -1.410, 0.060], [-1.646, 0.141, 0.169], [-2.481, -0.676, -0.158], [1.778, -1.436, 0.352], [0.880, -0.988, -0.122], [-0.609, 2.100, -0.007], [1.801, 0.786, -0.103]]
}

=====

Arrangement B

{
  "formula": "C3H4N2",
  "method": "ωB97M-V/def2-TZVPD",
  "multiplicity": 1,
  "lumo_energy_ev": 0.64,
  "homo_lumo_gap_ha": 0.4089,
  "species": ["C", "C", "H", "H", "C", "H", "N", "H", "N"],
  "positions_angstrom": [[-0.656, -0.767, -0.341], [-0.714, 0.599, 0.226], [-1.497, 1.414, -0.156], [-0.264, -1.381, 0.435], [1.776, 0.149, 0.000], [-1.438, -0.997, -0.999], [0.296, 0.284, -0.686], [-0.320, 0.837, 1.184], [2.817, -0.138, 0.336]]
}

=====

Computed stability ranking, most favorable first: arrangement A, arrangement B